(1)
Entry from OMol25: C7H6O in the gas phase at a distorted geometry (ωB97M-V/def2-TZVPD).

Maximum force (eV Å⁻¹): 4.03
E_LUMO (eV): -0.24
Energy (Eh): -345.41372
Energy above the lowest of the compared OMol25 structures with the same formula, charge and spin (kJ/mol): 292.7
SMILES string: O=C1C=CC[C@H]2C=C12

```
! RIJCOSX wB97M-V def2-TZVPD def2/J DEFGRID3
* xyz 0 1
O -3.23 -0.91 -1.24
C -2.09 -0.59 -0.96
C -1.67 0.82 -0.58
C -0.45 1.14 -0.06
C 0.62 0.25 0.32
C 0.52 -0.95 -0.48
C -0.23 -2.26 -0.05
C -0.93 -1.44 -0.72
H -2.45 1.57 -0.79
H -0.12 2.19 -0.01
H 1.69 0.71 0.25
H 0.41 -0.04 1.44
H 1.11 -0.84 -1.36
H -0.10 -3.28 0.08
*
```

Löwdin atomic charge list, values in e, 5 entries: atom 1 (O): 0.10, atom 2 (C): -0.35, atom 3 (C): 0.02, atom 4 (C): -0.09, atom 5 (C): -0.23

(2)
Entry from OMol25: a molecular structure, C40H44BiBrN8O2PS2 (ωB97M-V/def2-TZVPD).

Maximum force (eV Å⁻¹): 0.43
E_LUMO (eV): 2.17
Energy (Eh): -6065.65653
Energy above the lowest of the compared OMol25 structures with the same formula, charge and spin (kJ/mol): 0.0

```
! RIJCOSX wB97M-V def2-TZVPD def2/J DEFGRID3
* xyz -1 1
Bi 0.27 0.60 0.16
Br 6.84 3.40 1.53
C 5.27 2.75 0.66
C 4.22 3.62 0.39
C 3.09 3.15 -0.24
C 2.97 1.81 -0.62
O 1.89 1.32 -1.20
C 4.05 0.95 -0.33
C 3.95 -0.45 -0.75
N 4.25 -1.42 0.01
C 4.11 -2.74 -0.47
C 5.16 -3.62 -0.34
C 5.04 -4.95 -0.76
C 3.88 -5.42 -1.30
C 2.77 -4.55 -1.43
C 1.54 -4.96 -2.01
C 0.53 -4.06 -2.14
C 0.72 -2.74 -1.66
N 1.83 -2.33 -1.11
C 2.87 -3.20 -1.01
C 5.19 1.42 0.32
H 4.29 4.66 0.69
H 2.24 3.80 -0.42
H 3.60 -0.63 -1.78
H 6.08 -3.26 0.10
H 5.89 -5.62 -0.65
H 3.78 -6.45 -1.63
H 1.43 -5.98 -2.35
H -0.42 -4.33 -2.59
H -0.07 -2.01 -1.76
H 6.00 0.74 0.54
C -3.47 0.75 1.11
C -4.84 0.06 1.38
N -4.70 -1.40 1.33
C -4.24 -1.78 -0.01
C -2.89 -1.07 -0.34
N -2.46 -0.27 0.81
C -2.32 -1.15 1.97
C -3.68 -1.81 2.31
H -3.12 1.32 1.97
H -3.52 1.43 0.26
H -5.57 0.36 0.63
H -5.23 0.33 2.36
H -5.01 -1.49 -0.73
H -4.14 -2.86 -0.04
H -2.98 -0.42 -1.21
H -2.11 -1.80 -0.56
H -0.10 -1.29 3.87
H -1.55 -1.90 1.74
H -4.03 -1.51 3.30
H -3.62 -2.90 2.30
S -1.57 0.21 -3.53
P -2.09 1.96 -2.79
S -1.29 2.59 -1.05
C -1.83 3.29 -4.03
C -1.17 4.47 -3.72
C -1.02 5.45 -4.69
C -1.53 5.26 -5.97
C -2.19 4.08 -6.28
C -2.33 3.09 -5.32
C -3.92 2.05 -2.60
C -4.75 1.03 -3.04
C -6.13 1.12 -2.88
C -6.68 2.24 -2.28
C -5.86 3.27 -1.84
C -4.49 3.18 -2.00
H -0.77 4.61 -2.73
H -0.50 6.37 -4.45
H -1.41 6.03 -6.72
H -2.58 3.92 -7.28
H -2.83 2.16 -5.56
H -4.29 0.16 -3.50
H -6.76 0.32 -3.22
H -7.76 2.31 -2.15
H -6.29 4.15 -1.38
H -3.84 3.97 -1.64
C 2.77 0.04 2.83
N 3.48 -0.04 4.12
C 3.95 -1.41 4.29
N 2.85 -2.39 4.28
C 2.16 -2.26 2.99
N 1.64 -0.91 2.77
C 0.73 -0.58 3.87
N 1.38 -0.66 5.18
C 2.52 0.26 5.18
C 1.91 -2.02 5.33
H 3.47 -0.21 2.03
H 2.38 1.04 2.67
H 4.47 -1.49 5.25
H 4.65 -1.65 3.49
H 1.33 -2.97 2.96
H 2.86 -2.50 2.18
H -1.95 -0.55 2.80
H 0.35 0.43 3.70
H 3.03 0.20 6.15
H 2.15 1.28 5.03
H 1.07 -2.73 5.32
H 2.42 -2.10 6.30
O 0.57 1.82 1.60
*
```

Löwdin atomic charge list, values in e, 5 entries: atom 1 (Bi): 1.47, atom 2 (Br): 0.67, atom 3 (C): -0.70, atom 4 (C): -0.13, atom 5 (C): -0.01

(3)
Entry from OMol25: a molecular structure, C16H28GeN5OSW at a distorted geometry (ωB97M-V/def2-TZVPD).

Maximum force (eV Å⁻¹): 4.56
E_LUMO (spin up / spin down) (eV): -12.54 / -12.58
Energy (Eh): -3516.44107

```
! RIJCOSX wB97M-V def2-TZVPD def2/J DEFGRID3
* xyz 3 1
W 11.22 9.34 8.93
N 14.91 9.41 7.23
C 13.87 9.79 8.03
S 10.83 9.40 11.04
N 13.43 11.03 8.14
N 12.03 11.10 8.39
C 11.55 12.33 8.32
C 12.21 13.30 7.40
C 12.84 14.39 7.93
C 13.56 15.26 7.14
C 13.30 15.25 5.72
C 12.69 14.24 5.13
C 12.28 13.03 5.89
O 12.17 11.90 5.33
H 15.03 8.42 7.07
H 15.53 10.06 6.70
H 10.53 12.44 8.78
H 12.64 14.55 8.98
H 14.30 15.89 7.61
H 13.49 16.16 5.03
H 12.48 14.20 4.06
N 6.39 12.44 7.43
C 6.62 13.01 8.80
C 5.36 13.70 9.20
N 4.84 14.61 8.24
C 4.61 14.23 6.88
C 5.90 13.46 6.41
H 5.64 11.73 7.44
H 7.27 11.98 7.16
H 7.46 13.73 8.73
H 6.93 12.23 9.54
H 5.39 14.25 10.11
H 4.58 12.96 9.42
H 4.15 15.22 8.60
H 4.48 15.11 6.23
H 3.72 13.60 6.76
H 6.77 14.12 6.20
H 5.78 12.87 5.47
C 12.14 5.78 8.87
Ge 12.11 7.34 7.66
C 11.82 7.11 5.73
C 9.41 8.91 7.90
C 13.25 8.58 8.70
H 13.14 5.71 9.27
H 11.93 4.84 8.33
H 11.49 6.07 9.69
H 11.43 8.01 5.26
H 11.17 6.28 5.51
H 12.75 6.95 5.18
H 8.82 9.84 7.88
H 8.87 8.24 8.55
H 9.43 8.52 6.86
H 13.76 8.23 9.61
*
```

Löwdin atomic charge list, values in e, 5 entries: atom 1 (W): 0.88, atom 2 (N): 0.21, atom 3 (C): -0.44, atom 4 (S): 0.26, atom 5 (N): 0.10

- Look up the energy of the third one.
  -3516.44107 Eh